46
Properties=species:S:1:pos:R:3:forces:R:3:mulliken_charge:R:1 method="wB97M-V/def2-TZVPD" smiles="COc1ccc(C2=NN(C(=O)CCC(=O)O)[C@H](c3ccc(F)cc3)C2)cc1" e_above_lowest_kj_mol=123.2
F 6.25423 -1.89684 -1.75109 -0.1 0.0 0.0 -0.342
O 3.24877 1.75293 1.54113 0.2 0.0 0.1 -0.635
O -0.86444 2.72393 -1.22901 -0.5 0.5 0.1 -0.486
O 0.64788 1.27623 -1.98420 0.1 -0.1 -0.1 -0.629
O -5.83313 -1.50221 -0.53320 0.3 -0.2 0.0 -0.459
N -0.00785 0.76523 0.79785 -1.2 -0.2 -0.1 -0.851
N 1.29715 0.72593 1.13047 0.7 -0.9 0.3 0.562
C -4.10596 0.13983 -0.00637 -0.4 0.0 -0.1 -0.628
C -4.55868 -1.16104 -0.22028 0.3 -0.1 0.0 0.943
C 2.08922 1.82440 1.18993 -0.3 0.6 0.1 0.692
C -3.65372 -2.22088 -0.10775 -0.4 0.1 -0.1 -0.770
C 0.54108 -1.48696 1.05365 -0.1 0.2 0.0 -1.143
C 4.11608 -1.52685 1.13314 -0.2 0.1 -0.2 -0.573
C 1.78184 -0.64265 1.39210 0.3 0.1 0.1 -0.472
C 5.22073 -1.84434 0.36459 0.1 0.0 -0.2 -0.687
C 5.17902 -1.58843 -0.99309 -0.1 0.0 0.1 0.356
C -0.49163 -0.42246 0.74762 1.0 0.3 0.3 0.348
C 2.98650 -0.96813 0.55131 0.2 -0.1 0.1 0.164
C -2.78216 0.36545 0.31070 0.2 -0.3 0.0 -0.950
C 2.96947 -0.72161 -0.81707 0.0 -0.1 0.2 -0.004
C -1.87179 -0.68781 0.42129 -0.7 0.1 -0.2 0.463
C -6.79824 -0.48463 -0.65810 -0.2 0.2 0.0 -0.822
C -2.33571 -1.99035 0.20902 0.1 0.3 0.0 -0.592
C 0.38702 2.28588 -1.38401 0.2 0.0 -0.4 0.536
C 1.41219 3.11470 0.76553 0.1 0.1 0.0 -0.815
C 1.39306 3.22761 -0.76849 -0.1 0.0 0.1 -0.590
C 4.06894 -1.02802 -1.59701 0.2 -0.1 0.0 -0.802
H -6.92451 0.06641 0.27908 0.0 0.0 0.0 0.332
H -4.01923 -3.22157 -0.27520 0.0 -0.1 0.0 0.427
H 4.13801 -1.70889 2.19711 0.0 0.0 0.1 0.387
H -2.43343 1.37005 0.49327 0.0 0.1 0.0 0.748
H 2.10344 -0.27191 -1.27983 -0.1 0.1 0.0 0.372
H 1.10809 4.24463 -1.04161 0.1 0.0 0.0 0.387
H -1.65706 -2.82551 0.28572 0.1 -0.1 0.0 0.413
H 0.22684 -2.12079 1.88259 0.0 0.0 0.0 0.495
H -4.77875 0.97996 -0.07846 -0.1 0.1 0.0 0.394
H 2.04851 -0.71108 2.45310 0.0 -0.1 -0.1 0.696
H -6.54356 0.21419 -1.46111 0.0 0.0 0.0 0.333
H 1.99578 3.94025 1.17318 0.0 -0.1 0.0 0.372
H -7.72941 -0.99165 -0.90516 0.0 0.1 0.0 0.240
H -1.49326 2.07779 -1.58741 0.3 -0.1 0.0 0.442
H 4.07158 -0.83384 -2.65770 0.0 0.0 -0.1 0.488
H 0.71452 -2.11515 0.17752 0.0 0.0 0.0 0.478
H 6.10624 -2.27548 0.80387 0.1 0.0 0.0 0.439
H 2.38284 3.00270 -1.16776 -0.1 0.0 -0.1 0.372
H 0.39351 3.15099 1.15013 0.1 0.1 0.0 0.368



7
Properties=species:S:1:pos:R:3:forces:R:3:mulliken_charge:R:1 method="wB97M-V/def2-TZVPD" e_above_lowest_kj_mol=289.0
S -1.32660 -0.93204 0.61061 1.1 -0.2 0.2 0.132
O -3.14191 0.72927 -0.45916 -2.2 0.9 0.2 -0.275
N 0.13329 -1.17745 -0.26024 -2.3 -0.3 -2.4 -0.458
C -2.15876 0.14187 -0.47230 4.1 -0.4 -2.9 0.084
H -1.17285 0.18862 -1.76097 -2.0 0.0 2.3 0.022
H -0.13026 -0.74983 -1.24937 1.0 -0.9 2.0 0.237
H 0.98502 -0.81161 0.09935 0.2 0.9 0.6 0.259



52
Properties=species:S:1:pos:R:3:forces:R:3:mulliken_charge:R:1 method="wB97M-V/def2-TZVPD" charge=-1 e_above_lowest_kj_mol=0.0
Ir 0.08607 0.29405 -0.01293 0.3 0.3 0.7 0.813
S 0.63028 1.54743 1.84360 -0.3 -0.1 -0.5 -0.264
S 4.29423 -1.70934 0.52236 0.0 0.0 0.0 -0.071
S 3.75653 1.10407 -0.25253 0.0 0.0 -0.1 -0.001
S -7.75712 5.58111 0.27249 0.0 -0.2 -0.1 1.181
S 1.95392 4.21664 1.38563 -0.3 0.1 0.0 -0.256
S 0.87988 2.34935 -0.77169 -0.2 0.1 0.2 -0.424
O -0.58739 -1.58116 0.49374 0.0 0.1 -0.1 -0.810
O 2.34911 -4.55865 0.93145 -0.1 -0.3 0.1 -0.665
O -8.40176 5.34318 1.55211 0.0 0.0 0.0 -0.684
O -8.61757 6.09948 -0.77019 0.0 0.0 0.0 -0.682
O -6.44347 6.18382 0.34592 0.0 0.1 0.0 -0.668
N -6.18101 3.41741 -0.16821 0.2 -0.1 0.0 -0.301
N 1.64850 -2.08993 0.55391 -0.1 0.1 -0.1 -0.705
N 1.85886 -0.75719 0.17485 -0.1 0.1 0.0 -0.090
N -1.85577 0.96909 -0.14365 0.0 0.0 0.1 -0.120
N -8.45901 3.14955 -0.70351 -0.2 -0.1 -0.1 -0.488
C -7.42198 3.86541 -0.26968 -0.1 0.3 0.0 0.029
C -2.25274 2.21354 0.16699 0.1 0.0 0.0 -0.137
C 0.39132 -2.40638 0.68575 0.0 -0.1 0.0 0.791
C 3.11536 -0.46770 0.13548 0.1 0.1 0.0 0.337
C 1.15077 2.89710 0.86872 0.7 -0.4 -0.2 0.029
C 1.04228 -4.79355 1.15024 0.2 0.0 0.0 0.232
C 5.42014 0.71719 0.35768 0.0 0.0 0.1 -0.622
C 0.06128 -3.79564 1.05714 -0.1 0.0 0.0 0.487
C 5.72376 -0.72242 0.01347 0.0 0.0 0.0 -0.542
C -1.27026 -4.12830 1.31581 0.0 0.0 0.0 -0.526
C -1.63850 -5.41731 1.64188 0.0 0.0 0.0 -0.808
C -6.94877 1.33152 -0.99834 0.1 0.1 0.1 -0.622
C 0.66700 -6.09601 1.48201 0.0 0.0 0.0 -0.708
C -0.65733 -6.40265 1.71943 0.0 0.0 0.0 -0.302
C -2.78503 0.08834 -0.55040 0.1 0.0 0.0 -0.282
C -4.11085 0.42506 -0.68844 0.0 0.1 0.0 -0.968
C -3.56629 2.61808 0.06288 -0.1 -0.1 0.0 -0.992
C -5.94093 2.15967 -0.52495 -0.1 0.0 0.0 0.604
C -4.53020 1.71902 -0.38638 0.2 0.0 0.0 1.188
C -8.21200 1.90133 -1.06053 0.0 0.0 0.0 -0.351
H 2.44936 -3.60069 0.73619 0.0 0.1 0.0 0.680
H 5.89218 -0.84669 -1.05617 0.0 0.0 0.0 0.295
H -2.00897 -3.34133 1.25641 0.0 0.0 0.0 0.455
H -6.78512 0.31014 -1.30615 0.0 0.0 0.0 0.341
H 6.10765 1.41222 -0.12264 0.0 0.0 0.0 0.380
H -2.67445 -5.65561 1.83903 0.0 0.0 0.0 0.416
H -4.80007 -0.33371 -1.02744 0.0 0.0 0.0 0.260
H -3.85888 3.62669 0.31938 0.0 0.0 0.0 0.644
H 6.58905 -1.09806 0.55877 0.0 0.0 0.0 0.367
H -2.43429 -0.91329 -0.75453 0.0 0.0 0.0 0.562
H 5.44322 0.88032 1.43547 0.0 0.0 0.0 0.304
H -0.92957 -7.41894 1.97576 0.0 0.0 0.0 0.361
H -1.48135 2.88858 0.50644 -0.1 0.0 0.0 0.517
H -9.05904 1.32083 -1.41362 0.0 0.0 0.0 0.407
H 1.44323 -6.84607 1.55016 0.0 0.0 0.0 0.409



74
Properties=species:S:1:pos:R:3:forces:R:3:mulliken_charge:R:1 method="wB97M-V/def2-TZVPD" smiles="CC(=O)OCC[C@](C#N)(CC#N)P(O)O.COCCNCCOC.COCCNCCOC"
P 6.14343 1.94812 4.12076 0.0 -0.3 0.1 -0.001
O 4.87750 2.02610 3.08134 0.2 -0.1 0.1 -0.364
O -3.39000 1.77771 0.40422 0.1 0.0 0.0 -0.439
O 0.52114 3.31428 -1.47185 0.0 -0.1 0.1 -0.382
O -4.12771 -2.46161 -1.35582 0.0 -0.2 0.1 -0.140
O 5.88792 3.24358 5.07640 -0.1 -0.1 0.0 -0.483
O 5.46033 1.46767 0.27598 0.0 -0.2 0.3 -0.270
O 3.54280 0.39560 0.42952 0.0 0.1 0.0 -0.520
O -8.05633 -4.08584 0.41036 0.1 0.0 0.0 -0.434
N -1.30412 0.98356 -1.80904 -0.1 0.1 0.0 -0.183
N 8.58777 -0.53697 3.75797 0.2 0.1 0.2 -0.500
N -5.87858 -4.84215 -1.72555 0.0 0.1 0.0 -0.303
N 8.08130 5.10144 3.95637 0.0 0.0 -0.1 -0.519
C -8.27950 -4.40527 -0.94915 -0.1 -0.1 -0.1 -0.470
C -4.36248 -3.12169 -2.59286 0.0 0.1 -0.1 -0.889
C -3.18176 -3.09941 -0.52058 0.0 0.1 0.0 -0.983
C -5.75363 -3.71571 -2.63955 0.0 -0.1 0.2 -0.228
C 8.81484 1.94418 2.99266 -0.1 0.2 0.3 -0.755
C -3.66609 1.48104 -0.95226 -0.2 -0.1 -0.1 -0.695
C -7.17400 -3.00573 0.64932 -0.1 0.0 0.1 -0.521
C 7.46680 2.75525 2.99330 -0.2 0.2 0.1 1.602
C -1.17277 2.11394 -2.71716 0.0 -0.1 0.1 -0.247
C -2.67329 0.52209 -1.59813 0.2 0.0 0.1 -0.357
C 4.74057 0.32746 0.42979 -0.2 0.0 -0.2 0.737
C 5.47485 -0.98631 0.52866 0.0 0.1 0.4 -1.067
C 8.72978 0.57558 3.51085 -0.3 -0.1 -0.5 0.369
C 1.47138 2.64395 -0.66169 0.0 0.1 0.0 -0.753
C -2.46836 2.82820 0.62447 -0.1 0.0 0.1 -0.532
C 6.95421 2.90133 1.54141 0.2 0.0 0.0 -1.713
C 6.76236 1.53359 0.85794 0.1 0.6 -0.2 -0.092
C -7.23830 -5.34200 -1.55344 0.1 -0.1 0.0 -0.697
C 0.23591 2.66844 -2.70362 0.0 0.1 -0.1 -0.770
C 7.77175 4.07975 3.53419 0.2 0.0 -0.2 -0.310
H -3.60330 -3.88811 -2.77428 0.0 -0.1 0.0 0.425
H 5.41630 2.95171 5.86613 0.1 0.2 0.1 0.346
H 0.32349 3.41918 -3.49492 0.0 0.0 0.0 0.413
H 4.72877 -1.77321 0.49529 0.0 0.0 -0.2 0.354
H -7.23493 -2.25154 -0.14013 0.0 0.0 0.0 0.265
H 6.21596 -1.09918 -0.26098 0.0 0.0 0.0 0.346
H -5.51248 -4.57370 -0.82142 0.0 0.0 0.0 0.090
H 5.99581 -1.07483 1.48500 0.0 0.0 0.0 0.286
H -4.27771 -2.37113 -3.38470 0.0 0.0 0.0 0.363
H -1.85156 2.94117 -2.46645 0.0 0.0 -0.1 0.191
H -4.63934 0.98313 -0.95440 0.0 0.0 0.0 0.403
H -8.40401 -3.48799 -1.53800 0.1 0.0 0.0 0.344
H -2.96829 -2.42044 0.30404 0.0 0.0 0.0 0.250
H -5.95699 -4.06212 -3.65754 0.0 0.0 0.0 0.393
H -7.18086 -6.22533 -0.91270 0.0 0.0 0.0 0.375
H -1.41456 1.78052 -3.73147 0.0 0.0 0.0 0.360
H -3.08265 0.19885 -2.56077 0.0 0.0 0.0 0.348
H -3.78492 2.40858 -1.52643 0.1 0.0 0.0 0.393
H -6.46232 -2.90683 -2.41357 0.0 0.0 -0.1 0.177
H 9.16452 1.87473 1.96289 0.2 0.0 0.0 0.332
H -1.43825 2.46532 0.68350 0.0 0.1 -0.1 0.156
H -7.46599 -2.54615 1.59341 0.0 0.0 0.0 0.330
H -2.62401 -0.36624 -0.96837 0.0 0.0 0.0 0.107
H -9.23916 -4.92792 -0.97706 0.0 0.0 0.0 0.347
H 6.02860 3.47120 1.51765 -0.1 -0.1 0.0 0.544
H 7.70278 3.48652 1.00255 0.0 0.0 0.0 0.513
H -3.56180 -4.03998 -0.10760 0.0 0.0 0.0 0.389
H 2.38566 2.42211 -1.21751 0.0 0.0 0.0 0.372
H 4.35158 1.22322 3.18751 -0.2 0.1 -0.1 0.319
H 1.72137 3.30942 0.16286 0.0 0.0 0.0 0.295
H -2.53205 3.59196 -0.15538 0.0 0.0 0.0 0.278
H 7.49577 1.43077 0.05606 0.0 -0.2 0.0 0.350
H -2.24955 -3.29845 -1.05798 0.0 0.0 0.0 0.403
H 1.07750 1.71020 -0.24953 0.1 -0.1 0.0 0.315
H 9.56420 2.49336 3.56028 0.0 -0.1 0.0 0.444
H -6.13626 -3.33761 0.74622 0.0 0.1 -0.1 0.144
H -7.60591 -5.68152 -2.52753 0.0 0.0 0.0 0.394
H 0.96489 1.87779 -2.90653 0.0 0.0 0.1 0.375
H 6.90920 0.74287 1.58981 0.0 -0.1 -0.1 0.051
H -0.90114 1.23313 -0.91511 0.0 0.0 0.0 0.040
H -2.71603 3.28636 1.58232 0.0 0.0 0.0 0.292



23
Properties=species:S:1:pos:R:3:forces:R:3:mulliken_charge:R:1 method="wB97M-V/def2-TZVPD" charge=+1 e_above_lowest_kj_mol=252.4
N 2.94097 1.19990 -0.14856 -0.5 2.5 -1.3 -0.048
N -2.15239 0.80604 -0.01058 -0.8 0.7 0.0 -0.173
N 3.69081 -0.87671 -0.06291 -0.5 0.1 -0.6 -0.501
N 2.60600 -0.74362 0.71778 1.2 5.9 -1.2 0.390
C -3.49777 0.48957 0.31861 0.5 -3.7 2.7 -0.902
C -1.62894 -1.61569 0.08698 0.6 3.3 -1.1 -1.548
C -1.25713 -0.12563 -0.24748 3.1 -2.5 -1.4 1.248
C 2.15729 0.55439 0.72218 -0.4 -0.8 1.2 -0.209
C -0.02619 0.14992 -0.84686 -1.6 0.8 1.2 -1.485
C 3.83698 0.28822 -0.60501 2.2 -0.8 -1.9 0.011
H 2.30354 -1.49886 1.17525 -1.7 -3.3 2.5 0.156
H 4.63214 0.40022 -1.38691 -1.1 0.5 1.0 0.387
H 1.57848 1.12389 1.50577 0.2 -1.3 -1.3 0.319
H 0.57290 -0.63856 -1.28053 0.1 0.2 0.1 0.415
H -1.95739 1.76528 -0.21285 0.2 0.2 -0.3 0.230
H -1.76081 -1.71182 1.11131 -0.3 -0.2 2.1 0.423
H -4.10482 1.29905 0.18460 -1.6 2.1 -0.1 0.360
H -3.46669 0.12392 1.41506 -0.8 0.8 -1.4 0.269
H 0.14237 1.23364 -1.01997 0.2 -0.9 -0.5 0.245
H -3.94184 -0.38604 -0.22090 0.5 1.0 0.0 0.266
H 2.75390 2.19754 -0.60687 0.6 -2.9 1.7 0.367
H -0.86211 -2.26746 -0.21490 0.8 -0.8 -0.7 0.352
H -2.55928 -1.76722 -0.37322 -1.1 -0.9 -0.8 0.430



| no. | maximum force (Eh/bohr) | energy (eV) |
| --- | --- | --- |
| 1 | 0.0236 | -34936.420 |
| 2 | 0.0981 | -15455.814 |
| 3 | 0.0154 | -106525.816 |
| 4 | 0.0118 | -53031.255 |
| 5 | 0.1193 | -12384.293 |